Record 1
DFT (the ωB97M-V functional and the def2-TZVPD basis) results for a molecular structure, C6H9ClIrN2O10S2Te at a distorted geometry.

Each line ends with the Mulliken charge.
Atoms and positions in Å:
Ir  -0.57379  0.26203  1.47484  1.76
O  -0.18362  3.94506  0.04561  -0.60
S  -0.89960  2.76072  0.44559  1.04
O  -2.33708  2.81374  0.25167  -0.79
O  -0.59624  2.41398  1.90069  -0.60
O  -0.34104  1.55292  -0.29207  -0.49
O  1.58063  -0.32836  4.54721  -0.57
Cl  1.33719  -0.97018  3.31918  1.83
O  2.03077  -2.19025  3.19088  -0.59
O  1.67431  -0.08410  2.20081  -0.62
O  -0.11084  -1.19581  3.15526  -0.73
C  -2.16776  -2.87178  -2.02047  -0.65
O  -3.03782  -1.99915  -1.27711  -0.41
C  -2.47250  -1.31145  -0.30332  0.83
O  -1.28816  -1.39978  -0.00983  -0.86
N  -3.35713  -0.53652  0.35037  -0.09
N  -2.88038  0.40212  1.26151  -0.55
H  -2.81867  -3.53335  -2.58191  0.24
H  -1.53465  -3.44417  -1.34662  0.29
H  -1.54512  -2.28593  -2.69448  0.31
H  -4.27635  -0.41936  -0.04885  0.29
H  -3.36797  0.32629  2.14664  0.28
H  -2.88663  1.37478  0.88516  0.42
Te  2.02128  2.47412  0.87816  0.39
C  2.97982  1.46807  -0.65834  -0.09
C  2.49204  0.41557  -1.39835  0.07
C  3.38743  -0.02159  -2.39597  -0.74
C  4.53813  0.70980  -2.42776  -0.33
S  4.55802  1.92690  -1.22766  -0.13
H  1.51675  -0.00513  -1.20480  0.36
H  3.18280  -0.83864  -3.07168  0.35
H  5.37616  0.58943  -3.09440  0.37

Forces on atoms 1 to 2 (eV/Å):
Ir -0.029 2.071 -1.986
O -0.610 -0.351 0.217

Frontier orbital gap (alpha / beta): 0.1749 / 0.1902 Eh
E_HOMO (alpha / beta): -7.3 / -7.3 eV
DFT total energy: -74135.6924 eV
Net charge: 0
Energy above the lowest of the compared OMol25 structures with the same formula, charge and spin: 380.92 kJ/mol
Spin multiplicity: 2

=====

Record 2
DFT (the ωB97M-V functional and the def2-TZVPD basis) results for C3H7BS3 in the gas phase at a distorted geometry.

Each line ends with the Mulliken charge.
Atoms and positions in Å:
B  -1.06857  -0.70540  -0.23465  0.37
C  1.63377  -1.50063  -0.29993  -0.61
C  1.95122  -0.12823  0.44640  -0.61
C  -2.46457  1.55231  0.02687  -0.73
S  -0.05525  -2.07824  0.07826  -0.14
S  1.20407  1.29508  -0.21240  -0.33
S  -2.61231  -0.13392  -0.76505  -0.11
H  1.65612  -1.25231  -1.32268  0.36
H  2.33347  -2.19995  0.10729  0.37
H  1.52732  -0.40896  1.46328  0.28
H  3.08143  0.02485  0.37815  0.30
H  -1.62708  1.33490  0.65191  0.14
H  -3.38448  1.89764  0.31799  0.37
H  -2.17513  2.30286  -0.63545  0.32

Forces on atoms 1 to 2 (eV/Å):
B 1.680 0.647 -0.576
C -0.078 2.512 1.319

Frontier orbital gap: 0.2581 Eh
E_HOMO: -7.8 eV
DFT total energy: -36404.8968 eV
Net charge: 0
Energy above the lowest of the compared OMol25 structures with the same formula, charge and spin: 330.44 kJ/mol
Spin multiplicity: 1

=====

Record 3
DFT (the ωB97M-V functional and the def2-TZVPD basis) results for 2 unconnected molecules or ions with the total composition C28H31FN2O7 at a distorted geometry.

Each line ends with the Mulliken charge.
Atoms and positions in Å:
C  -5.02599  -2.70623  -1.78441  -1.11
C  -3.99496  -3.77180  -1.53211  -0.30
O  -2.72401  -3.14419  -1.29764  -0.16
C  -1.72520  -4.04466  -1.41267  0.15
C  -0.46137  -3.39398  -1.23445  0.25
F  -0.44830  -2.16577  -0.72258  0.03
C  0.80421  -4.04404  -1.45338  0.14
O  0.95120  -5.22882  -1.70298  -0.71
O  1.80559  -3.14530  -1.35180  -0.16
C  3.08563  -3.76399  -1.56812  -0.31
C  4.10453  -2.68443  -1.81458  -1.14
O  -1.87738  -5.23340  -1.64939  -0.71
H  -5.96074  -3.19544  -2.06850  0.39
H  -5.21037  -2.10270  -0.88903  0.18
H  -4.71966  -2.04885  -2.60490  0.28
H  -4.25424  -4.36919  -0.64618  0.28
H  -3.92714  -4.43949  -2.39901  0.37
H  3.34339  -4.34801  -0.67323  0.28
H  3.03411  -4.43989  -2.42966  0.34
H  5.05111  -3.15510  -2.08891  0.41
H  3.79475  -2.02775  -2.63405  0.27
H  4.26819  -2.07999  -0.91668  0.25
C  -1.49867  3.89151  -1.33255  -0.96
O  -0.21065  3.72492  -0.70129  -0.40
C  0.88539  3.55135  -1.47197  0.85
C  0.97711  3.85299  -2.84445  -0.77
C  2.16007  3.55345  -3.52226  -0.96
C  3.27240  3.02259  -2.87201  -0.66
C  3.20458  2.80978  -1.48055  0.38
O  4.24279  2.45533  -0.68245  -0.31
C  5.58538  2.37259  -1.22096  -0.90
C  1.98793  2.99027  -0.82456  0.48
N  1.94786  2.74907  0.58463  0.67
C  1.07822  1.95994  1.27310  -0.01
C  0.13226  1.05404  0.62352  0.66
C  -0.69015  0.18875  1.49479  -0.86
C  -2.02410  0.07513  1.31494  -0.09
C  -2.89832  -0.63666  2.23442  0.77
C  -4.29291  -0.37273  2.26800  -0.36
C  -5.11500  -0.98140  3.21320  -0.58
C  -4.57349  -1.88994  4.13779  -0.38
C  -3.20554  -2.18889  4.09583  -0.68
C  -2.37695  -1.57933  3.15088  -0.39
O  0.03993  1.03456  -0.61720  -0.57
N  1.35496  2.14476  2.58871  0.11
C  0.73637  1.50927  3.73304  -0.83
C  2.41443  3.03234  2.72186  -0.91
C  2.78311  3.40734  1.48536  -0.24
H  -2.19925  4.00496  -0.50462  0.26
H  -1.51909  4.78547  -1.97087  0.35
H  -1.75936  3.00281  -1.92344  0.41
H  0.12014  4.29376  -3.35788  0.31
H  2.21674  3.74893  -4.59325  0.37
H  4.19327  2.78442  -3.40757  0.39
H  6.20166  2.09234  -0.36416  0.27
H  5.65023  1.60042  -2.00394  0.33
H  5.91986  3.34317  -1.62330  0.37
H  -0.13290  -0.42352  2.20895  0.66
H  -2.50782  0.63758  0.50951  0.35
H  -4.70038  0.34777  1.55437  0.34
H  -6.18119  -0.74816  3.23938  0.37
H  -5.21357  -2.36323  4.88327  0.38
H  -2.77472  -2.90108  4.80202  0.38
H  -1.31332  -1.82391  3.11484  0.35
H  1.06308  2.06536  4.61836  0.32
H  -0.35716  1.54096  3.67113  0.36
H  1.07165  0.46843  3.84008  0.34
H  2.81062  3.30363  3.68407  0.44
H  3.58115  4.04182  1.14752  0.54

Forces on atoms 1 to 2 (eV/Å):
C -0.186 0.202 0.054
C 0.112 0.141 0.118

Frontier orbital gap: 0.0948 Eh
E_HOMO: -4.4 eV
DFT total energy: -49564.3563 eV
Net charge: 0
Spin multiplicity: 1

=====

Record 4
DFT (the ωB97M-V functional and the def2-TZVPD basis) results for a molecular structure, C5H10O2.

Each line ends with the Mulliken charge.
Atoms and positions in Å:
C  0.59193  -1.90348  1.20448  -0.92
C  1.09606  -1.49642  -0.14909  0.23
O  0.41125  -1.51956  -1.14508  -0.47
C  -0.45776  1.14519  0.97649  -0.33
C  -0.29112  1.92084  -0.09446  -0.49
C  -1.51725  1.24610  -0.65143  -0.09
O  -1.55320  0.41758  0.55789  -0.38
H  0.83449  -2.96369  1.34214  0.35
H  1.08763  -1.34316  2.00337  0.27
H  -0.49105  -1.76868  1.24089  0.24
H  2.16873  -1.21069  -0.20581  0.33
H  0.75572  0.24515  -2.21845  -0.11
H  -0.04727  1.00817  1.97116  0.45
H  0.35324  2.73387  -0.38975  0.40
H  0.90672  0.97439  -2.22088  0.09
H  -1.44454  0.63075  -1.55099  0.22
H  -2.40359  1.88362  -0.67048  0.24

Forces on atoms 1 to 2 (eV/Å):
C -0.061 0.008 0.035
C -0.227 -0.161 -0.251

Frontier orbital gap: 0.3698 Eh
E_HOMO: -9.0 eV
DFT total energy: -9438.4643 eV
Net charge: 0
Energy above the lowest of the compared OMol25 structures with the same formula, charge and spin: 441.78 kJ/mol
Spin multiplicity: 1

=====

Which of these has the highest DFT total energy? C5H10O2